1.
Molecular formula: C35H56Br5GeNO2PS4Si3Ti
Method: DFT, ωB97M-V/def2-TZVPD

```
109
Properties=species:S:1:pos:R:3:forces:R:3
Ti -2.22166 0.86381 0.20278 -0.43 0.26 0.06
C 0.76426 -2.23686 -3.58977 -0.01 0.02 0.02
C -0.30260 -1.37551 -2.97185 0.05 -0.04 -0.12
C -1.44905 -0.98538 -3.68323 0.11 -0.04 -0.03
C -2.41230 -0.18655 -3.10673 -0.10 0.06 -0.01
C -2.23214 0.20860 -1.78075 0.06 -0.26 0.29
Br -4.41895 2.11374 -0.31513 0.11 -0.28 0.07
N -1.15562 -0.20738 -1.13273 0.29 0.43 -0.30
C -0.17601 -0.93452 -1.67410 0.01 -0.15 0.07
H 0.43840 -2.62868 -4.55387 0.00 -0.01 0.00
H 1.00503 -3.07883 -2.93784 0.00 0.01 0.00
H 1.68620 -1.67201 -3.74447 -0.02 -0.01 0.01
H -1.56381 -1.32529 -4.70818 0.00 -0.01 0.01
H -3.29128 0.12189 -3.65818 0.00 0.01 0.01
H 0.67760 -1.16404 -1.04969 -0.01 0.02 -0.04
S 1.38515 -0.36938 1.40216 -0.03 0.08 0.01
S 3.02956 -1.44191 1.57616 0.03 -0.04 0.04
S 2.91534 0.87306 4.04537 -0.01 0.00 0.01
S 1.31690 1.06794 2.93498 0.03 -0.01 0.03
Br -1.60285 7.39974 1.99161 0.00 0.00 0.00
C -1.90674 5.53337 2.07072 -0.03 -0.04 0.03
C -2.61435 4.97469 3.12714 0.05 0.02 -0.04
Br -3.28280 6.07565 4.51532 0.00 -0.02 -0.01
C -2.84701 3.59523 3.16633 -0.05 0.09 -0.06
Br -3.95408 2.80572 4.46919 0.02 -0.06 0.02
C -2.34561 2.77180 2.16688 0.14 -0.13 0.09
O -2.52978 1.47381 2.07914 -0.08 0.17 0.03
C -1.58491 3.33824 1.11235 -0.13 0.13 0.09
O -1.17836 2.46234 0.19657 0.10 -0.17 -0.05
C -1.41623 4.70955 1.04842 0.12 -0.03 0.00
Br -0.57059 5.42049 -0.48051 0.00 -0.03 -0.02
C 0.06721 -2.53678 3.95661 0.02 0.00 0.00
Si -1.65934 -1.79905 3.82979 0.10 0.02 0.00
C -2.83446 -3.02168 4.67590 -0.01 0.03 0.03
C -1.71522 -0.25223 4.88343 -0.03 0.03 0.00
Ge -2.23603 -1.46783 1.53145 -0.42 -0.11 -0.11
Si -4.65351 -1.74373 1.44583 0.06 -0.07 0.06
C -5.48891 -0.49892 2.58295 -0.01 -0.03 0.00
C -5.38201 -1.58754 -0.29323 -0.01 -0.04 0.05
C -5.29220 -3.44745 2.00128 -0.02 0.01 -0.03
Si -1.55954 -3.53405 0.50666 0.14 0.00 -0.02
C -2.05097 -5.07723 1.49550 -0.01 0.01 0.01
C 0.30865 -3.78656 0.30274 -0.03 -0.02 -0.02
C -2.36068 -3.76712 -1.19746 -0.04 -0.01 0.02
H 0.21132 -2.99596 4.94090 -0.03 0.02 0.00
H 0.83014 -1.76401 3.83421 0.00 -0.05 -0.01
H 0.25719 -3.29786 3.19606 0.00 0.02 0.04
H -2.48143 -3.18883 5.69997 -0.01 0.00 -0.02
H -2.88003 -3.98724 4.17054 0.01 -0.02 -0.03
H -3.84704 -2.61490 4.73344 -0.01 -0.02 -0.01
H -1.23362 -0.45233 5.84668 -0.01 0.00 -0.01
H -2.74407 0.06301 5.06721 0.01 0.02 -0.02
H -1.19296 0.57495 4.40303 0.00 0.00 0.01
H -5.24790 0.52782 2.30390 0.02 0.00 -0.01
H -5.15450 -0.65306 3.61321 -0.01 0.03 0.00
H -6.57672 -0.62739 2.55356 0.01 0.02 0.00
H -5.31285 -0.57614 -0.69176 0.04 0.03 0.01
H -6.44030 -1.87245 -0.25550 0.01 0.03 -0.01
H -4.87829 -2.26791 -0.98372 0.01 0.00 -0.02
H -4.90365 -3.75927 2.97074 0.00 -0.01 -0.01
H -5.04363 -4.21731 1.26631 0.00 0.00 0.01
H -6.38567 -3.39883 2.07053 0.02 0.01 0.00
H -1.43243 -5.16324 2.39282 -0.02 0.02 0.01
H -1.87075 -5.96653 0.88001 0.02 0.01 0.02
H -3.09616 -5.08145 1.80103 -0.02 -0.01 0.01
H 0.70742 -4.26181 1.20301 0.01 0.03 -0.02
H 0.89726 -2.88131 0.16724 -0.01 -0.03 -0.02
H 0.50925 -4.46466 -0.53539 -0.03 0.01 -0.01
H -3.39102 -4.11482 -1.07911 -0.01 0.03 -0.01
H -1.81452 -4.52844 -1.76557 -0.01 0.01 0.01
H -2.38516 -2.85042 -1.79015 -0.01 -0.01 0.03
C 1.61559 1.43595 -4.01623 -0.01 -0.01 0.00
C 2.46267 2.46251 -3.25714 0.05 0.07 0.04
C 1.56200 3.65609 -2.93177 -0.02 -0.01 0.00
C 3.59994 2.90728 -4.17727 -0.03 0.02 0.03
P 2.87777 1.60988 -1.61655 0.06 -0.04 -0.18
C 4.16948 0.39378 -2.14095 0.03 0.01 0.01
C 5.42333 0.67440 -2.69456 -0.04 -0.04 -0.01
C 6.30330 -0.34327 -3.03213 -0.01 0.02 0.00
C 5.95126 -1.67187 -2.82208 -0.02 0.01 0.00
C 4.72295 -1.97058 -2.25627 -0.01 0.04 0.02
C 3.84866 -0.94447 -1.91378 0.03 0.00 0.01
C 3.78714 2.79209 -0.46386 -0.03 -0.04 0.07
C 4.55995 1.89032 0.50856 -0.04 0.01 -0.01
C 2.68986 3.50935 0.33705 0.00 0.00 -0.02
C 4.73359 3.83877 -1.04771 0.00 -0.02 -0.04
H 1.28177 1.86394 -4.96880 0.01 0.00 0.02
H 0.73230 1.15837 -3.43887 0.00 -0.01 -0.02
H 2.18869 0.53063 -4.23499 0.00 0.00 0.00
H 1.11751 4.04494 -3.85530 0.00 -0.02 0.01
H 2.11201 4.47111 -2.45883 0.01 0.00 0.00
H 0.75068 3.36293 -2.26253 -0.01 0.03 0.02
H 3.17189 3.40007 -5.05902 0.00 0.00 0.02
H 4.18413 2.05769 -4.52900 0.02 -0.03 -0.01
H 4.27332 3.61626 -3.69778 0.03 0.01 0.01
H 5.72392 1.69894 -2.86030 0.00 0.03 -0.01
H 7.27141 -0.09894 -3.45421 0.00 0.00 0.00
H 6.64159 -2.46598 -3.08160 0.00 0.00 0.00
H 4.44738 -2.99765 -2.05024 0.00 0.00 0.01
H 2.92072 -1.18083 -1.40722 0.02 -0.01 -0.04
H 3.93678 1.08439 0.90592 0.05 0.03 0.00
H 4.89842 2.48763 1.36044 -0.01 0.00 0.00
H 5.43281 1.43629 0.03506 0.00 -0.01 -0.01
H 1.98760 2.79469 0.76923 0.01 0.02 0.00
H 2.12314 4.21096 -0.27401 -0.01 0.00 0.00
H 3.14837 4.06930 1.15886 0.00 -0.01 -0.01
H 5.56485 3.39311 -1.59617 0.01 -0.01 -0.02
H 5.16187 4.42008 -0.22351 0.00 -0.01 0.00
H 4.21672 4.53902 -1.70510 0.00 0.02 -0.01
```
Forces are in eV/Å.

Computed properties:
Frontier orbital gap (spin up / spin down): 5.5 / 5.7 eV
Multiplicity: 2
Energy relative to the best compared isomer or geometry (same formula, charge and spin): 24.9 kJ/mol
Energy: -20171.880723 hartree
LUMO level (spin up / spin down): 0.139 / 0.139 hartree
Highest occupied orbital energy (spin up / spin down): -0.0617 / -0.0699 hartree
Total charge: -2
Expectation value of S²: 0.756

***

2.
Molecular formula: C35H57BMnN9OS4SeSi
Method: DFT, ωB97M-V/def2-TZVPD

```
110
Properties=species:S:1:pos:R:3:forces:R:3
Mn -0.88501 0.58382 -1.19253 0.03 -0.04 0.00
C -1.74966 5.13043 2.34782 0.01 -0.03 -0.02
C -0.22805 4.99988 2.24906 -0.08 0.00 -0.05
C 0.45589 5.81604 3.35210 -0.01 -0.03 -0.01
C 0.24457 5.56714 0.91410 0.01 0.03 0.00
N 0.11280 3.56607 2.44450 0.07 0.03 0.04
C 0.04547 2.99715 3.71362 0.02 -0.04 0.00
C 0.27487 1.68156 3.57752 0.00 0.04 0.05
N 0.48498 1.42248 2.24690 -0.04 -0.06 -0.09
B 0.70410 -0.00224 1.66403 -0.09 0.03 0.02
N -0.02201 -1.00980 2.58744 0.03 0.00 -0.10
C 0.53369 -2.11500 3.18715 -0.02 -0.02 0.06
C -0.46647 -2.89540 3.63059 0.03 0.03 -0.08
N -1.66571 -2.28246 3.27075 0.04 -0.19 0.01
C -1.37863 -1.09244 2.66732 0.04 0.07 0.13
S -2.43008 0.16062 2.22258 -0.02 0.05 0.00
C -2.99570 -2.87380 3.56239 -0.04 0.07 0.04
C -3.98073 -2.65316 2.41275 0.02 -0.08 -0.07
C -2.83393 -4.38922 3.72607 0.03 0.07 0.04
C -3.52475 -2.24912 4.85298 -0.01 0.06 -0.02
N 2.23703 -0.24262 1.61148 -0.03 -0.03 -0.03
C 3.16730 0.70610 1.98810 0.05 0.05 -0.02
C 4.38256 0.29047 1.59858 0.00 0.04 0.08
N 4.22181 -0.93730 0.97165 -0.03 -0.20 0.10
C 2.88224 -1.26783 0.97750 0.10 0.11 -0.04
S 2.13767 -2.63838 0.35534 -0.01 -0.09 0.02
C 5.33496 -1.75936 0.43286 -0.02 0.15 -0.13
C 6.65057 -1.00443 0.61802 -0.01 0.05 -0.04
C 5.10569 -1.97388 -1.06432 0.05 -0.07 0.01
C 5.44146 -3.08438 1.18976 -0.07 0.10 -0.01
C 0.36270 2.56648 1.54111 0.00 -0.01 0.07
S 0.53531 2.65859 -0.15210 -0.06 -0.07 -0.06
H -2.04477 6.17229 2.20709 0.00 0.00 0.00
H -2.11072 4.79331 3.32090 0.00 -0.01 0.00
H -2.22408 4.52186 1.57634 0.00 0.00 -0.01
H 0.23788 6.87199 3.19001 0.01 0.00 0.00
H 1.53708 5.67517 3.31360 0.00 0.00 0.00
H 0.10818 5.55919 4.35070 -0.02 0.01 0.02
H 0.06395 6.64464 0.93912 0.01 0.00 0.01
H -0.28697 5.13731 0.07293 -0.01 0.01 0.00
H 1.30802 5.39133 0.75731 0.01 0.00 0.00
H -0.19236 3.56418 4.59158 0.01 0.01 0.01
H 0.27351 0.89575 4.31128 0.00 0.00 0.00
H 0.21103 -0.09487 0.57039 0.12 0.00 0.05
H 1.59490 -2.27861 3.20180 0.00 -0.01 0.00
H -0.41998 -3.84622 4.12051 -0.01 -0.04 -0.01
H -3.53160 -2.94205 1.45953 0.00 0.03 0.00
H -4.28926 -1.61632 2.33948 0.00 0.00 0.01
H -4.85636 -3.27985 2.59942 -0.01 0.01 -0.02
H -2.33475 -4.81326 2.85397 -0.02 -0.03 0.00
H -3.82496 -4.83499 3.80934 0.00 0.01 0.00
H -2.27849 -4.66066 4.62361 0.03 0.01 0.03
H -3.63885 -1.17249 4.71798 0.00 -0.01 0.00
H -2.83344 -2.42825 5.67943 0.00 -0.02 0.00
H -4.49610 -2.67739 5.10909 -0.01 -0.01 0.00
H 2.88733 1.62038 2.47849 0.01 -0.01 -0.01
H 5.33176 0.77803 1.70036 0.00 -0.01 0.02
H 6.64173 -0.04175 0.10460 0.00 0.00 0.00
H 7.44921 -1.60487 0.18217 0.00 -0.02 0.02
H 6.88038 -0.84791 1.67317 0.02 0.01 0.00
H 4.97874 -1.01200 -1.56651 0.02 -0.02 0.01
H 4.21136 -2.57060 -1.22127 -0.02 0.01 -0.04
H 5.96468 -2.48946 -1.50024 0.01 0.00 0.01
H 5.63823 -2.89398 2.24747 0.00 -0.01 0.00
H 6.27067 -3.66601 0.78137 -0.01 -0.01 0.00
H 4.52015 -3.65172 1.09690 -0.06 -0.05 -0.01
C -4.10297 -3.05543 -3.08196 -0.02 -0.01 -0.04
Si -2.23032 -2.88636 -2.91942 0.01 0.12 0.20
C -1.52813 -4.62930 -2.99238 0.01 -0.05 0.01
C -1.64122 -2.01000 -4.47378 0.06 0.07 -0.02
Se -1.66503 -1.95326 -0.96741 0.05 0.21 -0.16
H -4.36043 -3.66096 -3.95669 -0.04 -0.01 0.00
H -4.57801 -2.07885 -3.19659 0.00 0.03 -0.01
H -4.52249 -3.52911 -2.19235 -0.01 -0.02 0.01
H -1.87076 -5.16639 -3.88214 0.00 -0.01 -0.01
H -1.82221 -5.19391 -2.10549 -0.01 -0.02 0.00
H -0.43704 -4.58988 -3.00844 0.01 0.00 0.01
H -2.11200 -2.45753 -5.35452 0.01 -0.01 -0.03
H -0.55852 -2.11566 -4.57592 0.01 -0.01 -0.01
H -1.86793 -0.94201 -4.44609 -0.05 -0.01 0.02
C -4.59162 0.13836 -0.55810 0.00 -0.03 -0.01
C -4.03683 1.50318 -0.73804 0.01 -0.03 0.03
N -2.78274 1.84082 -0.95686 -0.05 -0.10 0.00
C -2.75968 3.21173 -1.10226 0.08 -0.01 -0.02
C -4.01079 3.71149 -0.95281 0.00 0.01 0.01
N -4.81247 2.61192 -0.71952 0.01 0.06 -0.02
H -4.03309 -0.38794 0.21582 -0.01 0.00 -0.03
H -4.48171 -0.43836 -1.47514 0.00 -0.01 -0.01
H -5.64728 0.18754 -0.28527 -0.01 0.02 0.01
H -1.83488 3.72081 -1.31316 -0.01 0.00 0.01
H -4.39801 4.71334 -0.99463 0.00 0.00 0.00
H -5.80196 2.61546 -0.55853 -0.04 -0.02 0.00
S -0.74330 1.59361 -3.47154 0.03 0.00 -0.02
C 0.89479 1.01030 -4.03162 -0.17 -0.09 0.04
N 0.80227 0.52635 -5.41117 0.07 0.05 -0.04
C 1.66059 0.88136 -6.40764 -0.08 -0.03 0.03
C 2.69516 1.71811 -6.21381 0.07 0.06 0.02
C 2.78286 2.38504 -4.92514 0.02 0.01 -0.06
C 1.94045 2.10207 -3.92878 0.01 -0.04 0.01
H -0.10942 0.17765 -5.65725 -0.01 -0.03 -0.02
H 1.44816 0.43716 -7.37286 0.00 0.00 0.00
H 3.37464 1.95262 -7.01866 0.00 -0.01 -0.01
H 3.51311 3.17547 -4.79264 -0.01 0.00 0.00
H 1.95679 2.62924 -2.98391 0.00 0.00 0.01
C 2.27306 -1.17656 -3.72108 0.06 0.00 -0.02
C 1.42777 -0.10031 -3.10733 0.18 0.13 -0.12
O 1.26602 -0.04422 -1.90875 -0.27 -0.10 0.22
H 3.07393 -0.72770 -4.31395 -0.01 -0.01 -0.03
H 1.66023 -1.76495 -4.40391 0.00 -0.01 -0.03
H 2.67003 -1.81314 -2.93528 0.00 0.00 0.05
```
Forces are in eV/Å.

Computed properties:
Frontier orbital gap (spin up / spin down): 6.5 / 6.5 eV
Multiplicity: 6
Energy relative to the best compared isomer or geometry (same formula, charge and spin): 0.0 kJ/mol
Energy: -7395.833948 hartree
LUMO level (spin up / spin down): 0.088 / 0.088 hartree
Highest occupied orbital energy (spin up / spin down): -0.1510 / -0.1529 hartree
Total charge: -1
Expectation value of S²: 8.756